i.
# C2H8N5

A cluster of 2 separate species, C2H8N5 in total (ωB97M-V/def2-TZVPD, the Open Molecules 2025 dataset).

CARTESIAN COORDINATES (ANGSTROEM)
H1 -0.82245 0.03952 -0.42732
H2 -3.04677 -0.75801 -0.87344
H3 -0.19090 -0.49652 1.54202
H4 2.82612 0.57805 -0.42944
C1 1.04100 0.33198 -1.36100
H5 1.41641 -0.70099 0.84855
C2 -2.64451 -0.85903 1.07485
N1 2.25616 0.70646 -1.19134
H6 0.75282 0.43509 -2.40241
N2 -2.57189 -0.98702 2.23837
H7 -2.44441 -1.75070 2.92006
H8 2.96043 0.63332 -1.91459
N3 -2.45175 -0.53522 -0.08671
N4 0.15710 0.18821 -0.37854
N5 0.63192 -0.07932 0.98975

- Highest occupied orbital energy: -13.9 eV
- Net charge: +1
- Multiplicity: 1



ii.
# C2H8N5

A structure of composition C2H8N5 (ωB97M-V/def2-TZVPD, the Open Molecules 2025 dataset).

CARTESIAN COORDINATES (ANGSTROEM)
H1 -1.98490 -0.47889 0.22914
C1 -0.86532 1.35210 -0.18189
H2 -0.51430 -1.60476 -2.06512
N1 -0.02017 -0.63927 -0.38561
H3 0.76831 1.07242 1.84785
N2 0.80179 -0.78296 0.72442
H4 -1.20586 1.94281 -1.03810
N3 -1.27295 -0.03563 -0.34848
H5 2.24874 0.71995 0.89088
H6 0.97002 -2.09560 -1.31550
N4 0.06229 -1.65150 -1.23350
C2 1.16077 0.61332 0.93312
N5 0.56501 1.13357 -0.28417
H7 -1.17758 1.83463 0.75105
H8 0.46415 -1.38018 1.47591

- Highest occupied orbital energy: -14.7 eV
- Net charge: +1
- Multiplicity: 1



Most favorable first, least favorable last: i, ii



i.
# C5H7N

An isolated molecule of C5H7N (ωB97M-V/def2-TZVPD, the Open Molecules 2025 dataset).

CARTESIAN COORDINATES (ANGSTROEM)
C1 -0.11167 0.78625 1.16668
H1 0.28036 0.98239 -0.95212
H2 3.70048 -1.30810 -1.09988
C2 -1.78993 -0.38526 -0.26760
H3 -2.00337 0.59229 -0.73441
C3 1.81398 -0.31213 -0.31814
N1 -0.55003 -0.40499 0.48228
C4 0.54110 0.34605 -0.10337
H4 -1.71321 -1.13721 -1.05947
C5 2.82287 -0.83772 -0.71422
H5 -2.62456 -0.65494 0.38577
H6 0.34758 0.63927 2.14105
H7 -0.71360 1.69410 1.07344

- Highest occupied orbital energy: -9.4 eV
- SMILES string: C#C[C@@H]1CN1C
- Multiplicity: 1



ii.
# C5H7N

A cluster of 2 separate species, C5H7N in total (ωB97M-V/def2-TZVPD, the Open Molecules 2025 dataset).

CARTESIAN COORDINATES (ANGSTROEM)
H1 -0.03787 1.88567 -0.59425
H2 -0.34699 -1.12453 -0.38611
H3 -1.45808 1.59234 -1.75154
H4 0.56061 -2.68533 -0.84587
C1 0.56070 -1.72007 -0.34927
C2 1.69406 -0.00759 0.94189
C3 -1.76093 1.02785 0.26533
C4 1.65360 -1.28199 0.27498
H5 -2.77850 0.66699 0.13111
H6 -1.34428 0.96896 1.26859
N1 1.74094 1.01731 1.48083
C5 -1.05297 1.52485 -0.74428
H7 2.56971 -1.86446 0.30859

- Highest occupied orbital energy: -10.2 eV
- SMILES string: C=CC#N.C=C
- Multiplicity: 1



iii.
# C5H7N

A cluster of 2 separate species, C5H7N in total (ωB97M-V/def2-TZVPD, the Open Molecules 2025 dataset).

CARTESIAN COORDINATES (ANGSTROEM)
C1 -2.67871 -0.42427 -0.04874
C2 2.12798 0.35272 -0.17875
H1 0.44458 1.57177 0.98553
H2 -3.04443 1.80060 0.12419
C3 -2.79625 0.76740 0.05687
H3 2.14432 -0.09086 -1.18674
N1 -0.16494 -1.46087 -0.34543
H4 2.55403 -0.42873 0.47773
C4 0.09650 -0.35045 0.09508
H5 0.33154 -2.23284 0.07386
H6 -2.48878 -1.46738 -0.16381
H7 2.77504 1.21582 -0.16060
C5 0.69620 0.78741 0.27477

- Highest occupied orbital energy: -8.6 eV
- SMILES string: CC=C=N.C#C
- Multiplicity: 1



Most favorable first, least favorable last: ii, i, iii



i.
# C5H7N

A structure of composition C5H7N (ωB97M-V/def2-TZVPD, the Open Molecules 2025 dataset).

CARTESIAN COORDINATES (ANGSTROEM)
H1 -0.58978 1.33858 0.76574
H2 0.05577 -0.94912 -1.22399
C1 1.68345 0.12363 -0.02764
H3 2.43864 -0.32619 -0.67618
H4 -2.24274 -0.01281 -1.44360
H5 -0.00727 -1.87025 1.55070
H6 -2.78688 1.32991 -0.26867
C2 -0.81974 0.63544 -0.03669
H7 1.82865 1.20846 0.01811
C3 0.24392 -0.38093 -0.30512
C4 -2.01139 0.65680 -0.61863
C5 0.54732 -1.12862 0.97175
N1 1.66744 -0.58702 1.28144

- Highest occupied orbital energy: -9.7 eV
- Multiplicity: 1



ii.
# C5H7N

An isolated molecule of C5H7N (ωB97M-V/def2-TZVPD, the Open Molecules 2025 dataset).

CARTESIAN COORDINATES (ANGSTROEM)
H1 0.05722 -2.20210 0.34654
C1 -0.46943 -0.15198 1.00583
C2 0.60680 -0.36826 -0.87109
H2 1.53292 0.20750 -0.89468
C3 0.50256 -1.20577 0.43373
H3 0.02796 0.53585 1.69386
C4 -0.41347 1.95518 -0.46452
H4 -1.49767 0.28472 -0.98330
H5 1.43285 -1.31485 0.99876
C5 -0.59159 0.50423 -0.40760
H6 0.46763 -0.83243 -1.85298
N1 -0.29392 3.10583 -0.50849
H7 -1.36306 -0.53979 1.50294

- Highest occupied orbital energy: -11.2 eV
- SMILES string: N#CC1CCC1
- Multiplicity: 1



iii.
# C5H7N

An isolated molecule of C5H7N (ωB97M-V/def2-TZVPD, the Open Molecules 2025 dataset).

CARTESIAN COORDINATES (ANGSTROEM)
C1 -0.37888 1.13345 -0.53853
C2 0.96362 -1.07084 -0.07887
H1 0.37692 0.76613 1.54281
C3 0.80236 0.31616 -0.59805
C4 0.68592 1.27472 0.60935
H2 0.74241 -1.76689 -0.91371
H3 1.39184 0.57429 -1.51540
H4 1.19111 2.16121 0.72508
C5 -2.76343 -0.32328 0.13014
H5 1.99788 -1.43491 0.13052
H6 0.37397 -1.26752 0.80503
H7 -3.72268 -0.51250 -0.26102
N1 -1.66103 0.14997 -0.03735

- Highest occupied orbital energy (alpha / beta): -7.7 / -7.7 eV
- Multiplicity: 1



iv.
# C5H7N

An isolated molecule of C5H7N (ωB97M-V/def2-TZVPD, the Open Molecules 2025 dataset).

CARTESIAN COORDINATES (ANGSTROEM)
C1 -0.13126 -0.06474 -0.09213
H1 0.89221 1.75842 -0.57551
H2 2.37567 -1.68784 0.30874
C2 -3.04899 -0.87713 0.13058
N1 0.30079 -1.18567 0.08920
H3 -4.04507 -1.22676 0.21917
C3 1.97263 -0.73650 -0.02430
H4 2.24199 -0.56614 -1.06407
H5 -0.85821 1.83888 -0.62445
H6 2.27277 0.06317 0.65088
C4 -0.01588 1.41003 -0.08268
C5 -1.90461 -0.47644 0.11154
H7 -0.05202 1.75072 0.95302

- Highest occupied orbital energy: -9.4 eV
- SMILES string: C#C/C(C)=N/C
- Multiplicity: 1



Most favorable first, least favorable last: ii, i, iv, iii